11
Properties=species:S:1:pos:R:3:forces:R:3:lowdin_charge:R:1 method="wB97M-V/def2-TZVPD" mol_weight_g_mol=119.06 orbital_gap_ev=7.516 total_charge=-1 de_lowest_kj_mol=101.5 homo_ha=-0.150
N -0.050153 -1.417087 0.151670 0.213 0.392 -0.056 0.04
C -0.147900 -0.172901 -0.585634 -1.594 -1.043 -0.266 -0.32
O 1.119455 0.534578 -0.775400 -0.376 -0.067 -0.491 -0.12
N 1.966834 0.407421 0.312424 0.187 0.322 0.836 -0.07
O 1.840246 1.291231 1.079918 0.162 -0.213 -0.245 0.06
C -1.297283 0.766136 -0.025829 -1.594 0.934 1.404 -0.69
O -1.505336 1.816454 -0.650230 0.915 -0.064 -1.018 -0.07
O -1.995466 0.433425 0.983024 1.603 -1.137 -0.596 -0.10
H -0.266361 -1.302564 1.139087 0.028 0.146 -0.261 0.07
H 0.821505 -1.910310 -0.012726 -0.198 0.138 0.126 0.06
H -0.485540 -0.446384 -1.616304 0.656 0.593 0.565 0.14